DFT (ωB97M-V/def2-TZVPD) results for one molecule with the formula C4H8S2.

```
14
Properties=species:S:1:pos:R:3
C -1.328 -0.486 0.805
C 0.104 -0.261 0.513
S 1.275 -0.862 1.724
C 0.481 1.039 -0.226
C 0.614 -0.304 -0.922
S -0.366 -0.710 -2.361
H -1.549 -1.525 1.054
H -1.943 -0.233 -0.062
H -1.730 0.123 1.631
H 1.508 0.252 2.429
H -0.300 1.653 -0.510
H 1.379 1.618 0.048
H 1.649 -0.592 -1.036
H 0.206 0.289 -3.086
```

## Properties
HOMO: -9.010 eV
Largest force on an atom: 2.34 eV/A
Total charge: 0
Spin multiplicity: 1
SMILES string: C[C@]1(S)C[C@@H]1S
Energy: -25947.1553 eV
Molecular weight: 120.24 g/mol

---

DFT (ωB97M-V/def2-TZVPD) results for a 3-piece molecular cluster, C21H36FN4O5 overall.

```
67
Properties=species:S:1:pos:R:3
C 1.599 -4.295 1.210
N 2.886 -3.916 0.612
C 3.949 -3.790 1.611
C 2.794 -2.863 -0.294
O 2.268 -2.970 -1.374
C 3.402 -1.505 0.054
N 2.674 -0.828 1.175
C 1.259 -0.437 0.778
C 0.213 -0.758 1.869
C -0.956 -1.498 1.250
C -1.648 -0.872 0.214
C -2.722 -1.497 -0.407
C -3.107 -2.766 0.010
C -2.433 -3.396 1.049
C -1.360 -2.762 1.674
C 3.280 0.368 1.545
N 3.615 0.631 2.833
N 3.535 1.308 0.619
F 3.132 2.581 0.913
H 0.802 -4.085 0.501
H 1.585 -5.372 1.372
H 1.421 -3.762 2.146
H 4.913 -3.719 1.108
H 3.804 -2.952 2.298
H 3.983 -4.719 2.175
H 4.460 -1.588 0.307
H 3.350 -0.912 -0.864
H 1.024 -0.895 -0.184
H 1.189 0.644 0.619
H -0.215 0.182 2.212
H 0.652 -1.328 2.684
H -1.361 0.121 -0.114
H -3.220 -0.965 -1.207
H -3.929 -3.268 -0.483
H -2.721 -4.383 1.383
H -0.836 -3.227 2.498
H 4.392 0.141 3.247
H 3.067 1.279 3.378
H 3.229 1.106 -0.331
O -2.033 1.434 3.055
C -2.145 2.479 2.468
O -1.772 2.518 1.174
C -2.011 3.655 0.320
C -0.933 4.707 0.462
C -2.615 3.735 3.158
H -3.009 4.057 0.497
H -2.012 3.253 -0.691
H -0.894 5.120 1.470
H -1.114 5.524 -0.236
H 0.045 4.275 0.246
H -1.770 4.176 3.686
H -3.374 3.456 3.884
H -3.043 4.478 2.492
O -2.712 3.101 -2.922
C -2.370 2.142 -3.559
O -1.450 1.317 -3.011
C -1.067 0.064 -3.592
C 0.005 0.230 -4.649
C -2.878 1.883 -4.955
H -1.938 -0.473 -3.968
H -0.678 -0.519 -2.757
H -0.348 0.827 -5.490
H 0.319 -0.743 -5.026
H 0.871 0.742 -4.229
H -2.300 2.491 -5.650
H -3.918 2.195 -4.997
H -2.827 0.843 -5.266
```

## Properties
HOMO: -11.381 eV
Largest force on an atom: 1.83 eV/A
Total charge: +1
Spin multiplicity: 1
Energy: -41265.8757 eV
Molecular weight: 443.54 g/mol

---

DFT (ωB97M-V/def2-TZVPD) results for one molecule with the formula C3H3F2NO.

```
10
Properties=species:S:1:pos:R:3
O -1.101 -2.319 -2.614
C -0.526 -1.322 -2.219
F 0.099 -0.422 -3.042
N -0.364 -0.927 -0.897
C 0.296 0.195 -0.288
C -0.197 -0.969 0.571
F 0.672 -1.773 1.173
H -0.317 1.132 -0.060
H 1.398 0.406 -0.291
H -1.254 -0.857 1.044
```

## Properties
HOMO: -10.539 eV
Largest force on an atom: 3.34 eV/A
Total charge: 0
Spin multiplicity: 1
SMILES string: O=C(F)N1C[C@@H]1F
Energy: -12130.3464 eV
Molecular weight: 107.06 g/mol

---

DFT (ωB97M-V/def2-TZVPD) results for a 8-piece molecular cluster, C4H26N2O7 overall.

```
39
Properties=species:S:1:pos:R:3
C -0.416 1.654 1.931
C -0.241 0.580 0.796
N 1.078 0.649 0.089
C -0.463 -0.837 1.446
C -0.898 -2.042 0.449
N -1.906 -1.444 -0.506
H -1.423 1.723 2.092
H 0.168 1.377 2.822
H 0.066 2.545 1.597
H -1.025 0.685 0.122
H 1.813 0.373 0.665
H 1.218 1.600 -0.187
H -1.367 -0.587 2.104
H 0.340 -1.194 2.047
H -0.077 -2.605 -0.012
H -1.528 -2.781 1.114
H -2.584 -2.074 -0.833
H -1.378 -1.138 -1.258
O -0.633 -1.454 -3.355
H -0.727 -2.421 -3.653
H 0.234 -1.425 -2.991
O 1.834 -0.848 -2.520
H 2.555 -0.538 -3.091
H 1.918 -0.668 -1.586
O -0.199 1.279 -2.624
H -0.565 0.508 -3.205
H 0.531 1.068 -1.989
O 1.854 -0.651 4.087
H 0.979 -0.097 4.453
H 1.434 -1.492 4.097
O -3.537 1.008 -0.140
H -3.133 0.917 -0.977
H -3.783 0.110 0.102
O 0.174 3.814 -2.367
H -0.307 3.058 -2.979
H -0.265 3.774 -1.617
O 3.227 -0.774 1.619
H 4.145 -1.020 1.717
H 2.888 -0.636 2.539
```

## Properties
HOMO: -9.331 eV
Largest force on an atom: 8.17 eV/A
Total charge: 0
Spin multiplicity: 1
SMILES string: C[C@@H](N)CCN.O.O.O.O.O.O.O
Energy: -21881.0323 eV
Molecular weight: 214.26 g/mol

---

DFT (ωB97M-V/def2-TZVPD) results for a 11-piece molecular cluster, H21O11 overall.

```
32
Properties=species:S:1:pos:R:3
O -0.795 0.097 -0.376
H 0.156 -0.030 -0.137
O 1.646 -1.380 2.608
H 1.893 -2.053 3.174
H 1.959 -1.366 1.695
O 1.574 2.524 0.259
H 1.924 3.254 -0.187
H 1.593 1.778 -0.432
O 2.540 0.748 -1.425
H 3.463 0.921 -1.693
H 2.126 0.372 -2.218
O -3.456 -0.758 -0.803
H -2.478 -0.463 -0.814
H -3.689 -1.266 -0.068
O -1.037 -1.576 -2.427
H -0.737 -0.899 -1.647
H -0.638 -2.247 -1.795
O -1.137 -2.579 0.583
H -0.929 -1.751 0.496
H -1.983 -2.728 0.825
O -1.079 2.387 -1.682
H -1.023 3.128 -1.185
H -0.873 1.628 -1.068
O -0.730 0.246 2.435
H -0.202 -0.472 2.417
H -0.755 0.117 1.432
O 3.445 -1.129 0.423
H 3.773 -1.759 -0.220
H 3.084 -0.401 -0.202
O -2.866 1.905 0.593
H -2.330 1.251 0.240
H -2.441 2.502 1.199
```

## Properties
HOMO: -6.338 eV
Largest force on an atom: 8.42 eV/A
Total charge: -1
Spin multiplicity: 1
Energy: -22863.0736 eV
Molecular weight: 197.16 g/mol

---

DFT (ωB97M-V/def2-TZVPD) results for a 2-piece molecular cluster, C3H7O3 overall.

```
13
Properties=species:S:1:pos:R:3
C 0.111 -2.614 0.956
C 0.228 -1.179 0.643
O -0.673 -0.366 0.934
O 1.192 -0.823 -0.036
H -0.330 -2.794 1.861
H 1.089 -3.079 0.943
H -0.596 -3.068 0.280
C 0.082 2.552 -1.179
O -1.054 2.371 -0.358
H -0.942 1.469 0.150
H 0.594 1.650 -1.220
H -0.280 2.601 -2.207
H 0.579 3.281 -0.767
```

## Properties
HOMO: -3.898 eV
Largest force on an atom: 5.95 eV/A
Total charge: -1
Spin multiplicity: 1
Energy: -9367.6088 eV
Molecular weight: 91.09 g/mol

---

DFT (ωB97M-V/def2-TZVPD) results for C18H14BrN3O6SeV as an isolated structure.

```
44
Properties=species:S:1:pos:R:3
V -0.248 0.207 -0.643
Br -0.928 1.973 4.387
C -1.415 0.221 3.906
C -2.323 -0.495 4.685
C -2.632 -1.784 4.298
C -2.055 -2.313 3.150
C -1.191 -1.499 2.440
N -0.861 -0.265 2.822
C -0.558 -1.978 1.169
O -0.546 -3.099 0.774
O 0.024 -0.957 0.442
H -2.764 -0.040 5.560
H -3.321 -2.376 4.884
H -2.272 -3.317 2.813
C 1.301 -2.034 -1.963
N 0.973 -0.593 -1.847
C 1.490 0.227 -2.767
C 1.353 1.560 -2.470
C 1.649 2.816 -3.049
C 1.193 3.768 -2.164
C 0.616 3.088 -1.068
N 0.722 1.771 -1.237
C 0.672 -2.658 -3.198
C 1.479 -3.335 -4.104
C 0.916 -3.949 -5.214
C -0.448 -3.857 -5.440
C -1.257 -3.182 -4.537
C -0.702 -2.590 -3.414
H 0.958 -2.553 -1.074
H 2.385 -2.140 -2.027
H 1.994 -0.142 -3.654
H 2.122 2.970 -4.005
H 1.248 4.838 -2.276
H 0.150 3.512 -0.193
H 2.547 -3.405 -3.932
H 1.545 -4.501 -5.899
H -0.882 -4.312 -6.321
H -2.325 -3.123 -4.705
H -1.342 -2.094 -2.699
O -1.589 0.254 -1.652
Se -2.442 1.505 -0.711
O -3.788 0.890 -0.201
O -1.236 1.441 0.438
O -2.392 2.826 -1.553
```

## Properties
HOMO (alpha / beta): -12.221 / -12.221 eV
Largest force on an atom: 3.46 eV/A
Total charge: +1
Spin multiplicity: 1
Energy: -196714.9862 eV
Molecular weight: 578.13 g/mol

---

DFT (ωB97M-V/def2-TZVPD) results for a 4-piece molecular cluster, C14H25ClN4O2 overall.

```
46
Properties=species:S:1:pos:R:3
C 2.453 -0.544 -0.603
C 1.264 -0.274 0.284
N 1.324 0.938 1.078
C 0.824 1.040 2.339
C 1.025 2.314 2.740
N 1.561 2.993 1.674
C 1.710 2.145 0.663
C 2.115 4.342 1.717
H 2.552 -1.616 -0.780
H 3.388 -0.225 -0.142
H 2.367 -0.131 -1.611
H 1.135 -1.052 1.042
H 0.335 -0.368 -0.277
H 0.427 0.190 2.879
H 0.844 2.730 3.715
H 2.223 2.285 -0.272
H 2.991 4.445 1.079
H 2.331 4.614 2.741
H 1.401 5.025 1.251
C 0.329 -1.439 -5.423
C 0.152 -2.661 -4.545
N -0.438 -2.357 -3.236
C 0.020 -2.835 -2.025
C -0.867 -2.455 -1.077
N -1.837 -1.718 -1.727
C -1.592 -1.731 -3.026
C -3.067 -1.219 -1.111
H 0.996 -0.685 -5.022
H -0.635 -1.009 -5.721
H 0.680 -1.767 -6.405
H 1.168 -2.999 -4.332
H -0.405 -3.477 -4.995
H 0.861 -3.505 -2.023
H -1.044 -2.594 -0.015
H -2.188 -1.223 -3.764
H -3.526 -1.954 -0.455
H -3.692 -0.835 -1.912
H -2.839 -0.411 -0.411
C -1.175 1.230 4.948
C -2.656 1.577 5.192
O -3.303 0.794 5.913
O -3.050 2.654 4.674
H -0.852 0.378 5.548
H -0.551 2.121 5.049
H -1.113 0.827 3.931
Cl -1.648 -1.552 2.458
```

## Properties
HOMO: -5.133 eV
Largest force on an atom: 1.62 eV/A
Total charge: 0
Spin multiplicity: 1
Energy: -37497.8070 eV
Molecular weight: 316.83 g/mol

---

DFT (ωB97M-V/def2-TZVPD) results for one molecule with the formula C8H11O2P.

```
22
Properties=species:S:1:pos:R:3
C -2.304 0.480 0.099
C -2.132 -1.083 0.302
C -0.778 0.745 -0.099
C -0.736 -1.490 0.596
C -1.111 -1.348 -0.863
C -0.135 -0.104 0.977
C -0.588 -0.034 -1.364
C 3.049 1.437 -0.043
O 3.312 -1.213 -0.126
O 1.219 -0.223 0.980
P 2.292 -0.213 -0.294
H -2.820 0.790 -0.737
H -2.668 0.934 1.026
H -3.086 -1.546 0.330
H -0.565 1.729 -0.242
H -0.472 -2.283 1.224
H -1.124 -2.162 -1.436
H -0.373 0.144 1.943
H -0.664 0.154 -2.437
H 2.580 2.294 -0.570
H 3.028 1.537 1.124
H 4.075 1.454 -0.390
```

## Properties
HOMO (alpha / beta): -7.158 / -9.820 eV
Largest force on an atom: 4.96 eV/A
Expectation value of S²: 2.009
Total charge: 0
Spin multiplicity: 3
Energy: -21853.9192 eV
Molecular weight: 170.15 g/mol

---

DFT (ωB97M-V/def2-TZVPD) results for C15H16F6LuNO6S2Si as an isolated structure.

```
48
Properties=species:S:1:pos:R:3
Lu 0.309 0.127 -0.167
F 0.912 -2.012 4.064
C 1.512 -1.521 2.996
F 0.870 -1.977 1.911
F 2.765 -1.936 2.959
S 1.411 0.352 3.064
O 0.341 0.639 2.102
O 1.200 0.673 4.428
N 2.818 0.914 2.580
S 3.266 0.781 1.089
O 4.670 0.719 0.923
O 2.428 -0.236 0.395
C 2.723 2.295 0.176
F 3.460 3.339 0.479
F 1.429 2.544 0.478
F 2.777 2.034 -1.124
C -3.300 -2.477 0.085
C -2.548 -1.179 0.123
O -1.296 -1.278 0.142
C -3.242 0.083 0.143
C -4.656 0.076 0.256
C -5.381 1.232 0.317
C -4.700 2.461 0.257
C -3.338 2.517 0.133
C -2.567 1.336 0.066
O -1.279 1.440 -0.079
H -2.586 -3.294 0.052
H -3.948 -2.518 -0.791
H -3.935 -2.584 0.965
H -5.175 -0.870 0.305
H -6.457 1.206 0.411
H -5.262 3.386 0.306
H -2.810 3.459 0.075
C -1.119 -1.233 -6.038
Si 0.253 -0.083 -5.509
C -0.097 1.653 -6.094
C 1.885 -0.680 -6.186
C 0.336 -0.071 -3.677
C 0.384 -0.054 -2.454
H -1.183 -1.290 -7.128
H -2.082 -0.884 -5.660
H -0.950 -2.240 -5.654
H -0.134 1.693 -7.186
H 0.679 2.342 -5.755
H -1.054 2.008 -5.707
H 1.868 -0.698 -7.279
H 2.108 -1.688 -5.831
H 2.699 -0.026 -5.869
```

## Properties
HOMO: -8.836 eV
Largest force on an atom: 1.17 eV/A
Total charge: 0
Spin multiplicity: 1
Energy: -109065.5927 eV
Molecular weight: 687.47 g/mol

---

DFT (ωB97M-V/def2-TZVPD) results for one molecule with the formula C4H7NS.

```
13
Properties=species:S:1:pos:R:3
C 0.354 -1.146 -0.615
N 1.303 0.033 -0.528
C 0.786 0.975 0.495
C -0.699 0.590 0.689
S -1.830 0.614 -0.762
C -0.993 -0.684 0.063
H 0.151 -1.368 -1.698
H 0.727 -2.078 -0.126
H 1.221 0.458 -1.563
H 0.734 2.124 0.161
H 1.214 0.965 1.525
H -1.115 0.754 1.652
H -1.852 -1.237 0.705
```

## Properties
HOMO: -8.747 eV
Largest force on an atom: 3.58 eV/A
Total charge: 0
Spin multiplicity: 1
SMILES string: C1NC[C@H]2S[C@@H]12
Energy: -16584.9219 eV
Molecular weight: 101.17 g/mol

---

DFT (ωB97M-V/def2-TZVPD) results for C16H45N4O5Ti as an isolated structure.

```
71
Properties=species:S:1:pos:R:3
Ti -1.491 -0.243 -0.138
O -2.217 -1.387 -1.804
H -2.086 -2.247 -2.218
C 2.074 0.409 1.697
C 1.409 1.081 0.521
C 2.314 2.045 -0.213
O 2.685 3.073 0.680
C 3.660 3.926 0.117
N 0.847 0.062 -0.374
H 2.898 -0.246 1.383
H 1.360 -0.200 2.255
H 2.527 1.135 2.373
H 0.545 1.628 0.909
H 1.738 2.494 -1.037
H 3.200 1.530 -0.611
H 3.810 4.763 0.796
H 3.306 4.359 -0.830
H 4.595 3.385 -0.050
H 0.663 0.447 -1.313
H 1.552 -0.653 -0.554
C -3.361 0.460 3.306
C -2.700 1.618 2.573
C -1.285 1.921 3.014
O -1.325 2.417 4.322
C -0.043 2.502 4.884
N -2.708 1.336 1.105
H -4.450 0.526 3.225
H -3.160 0.502 4.377
H -3.040 -0.491 2.879
H -3.286 2.533 2.737
H -0.858 2.675 2.331
H -0.669 1.011 2.930
H 0.604 3.197 4.324
H 0.472 1.532 4.887
H -0.126 2.862 5.906
H -2.227 2.090 0.609
H -3.669 1.420 0.775
C 0.142 2.705 -4.197
C -0.214 1.226 -4.203
C 0.993 0.368 -4.545
O 1.337 0.569 -5.891
C 2.495 -0.134 -6.241
N -0.712 0.810 -2.888
H -0.680 3.313 -3.810
H 0.400 3.034 -5.202
H 0.998 2.900 -3.542
H -0.938 1.055 -5.011
H 0.732 -0.693 -4.381
H 1.843 0.585 -3.878
H 2.643 -0.033 -7.317
H 2.386 -1.212 -6.054
H 3.367 0.262 -5.710
H -1.147 -0.126 -2.930
H -1.549 1.372 -2.716
C -0.728 -2.851 2.870
C -0.993 -2.987 1.376
C -1.011 -4.440 0.959
O 0.321 -4.918 0.929
C 0.390 -6.271 0.582
N -2.273 -2.308 1.042
H -1.477 -3.414 3.437
H -0.731 -1.810 3.184
H 0.236 -3.312 3.102
H -0.204 -2.478 0.817
H -1.442 -4.535 -0.046
H -1.592 -5.032 1.680
H 1.434 -6.582 0.622
H 0.047 -6.450 -0.448
H -0.199 -6.897 1.263
H -3.037 -2.903 1.357
H -2.391 -2.290 0.016
```

## Properties
HOMO (alpha / beta): -3.945 / -8.962 eV
Largest force on an atom: 0.88 eV/A
Expectation value of S²: 3.753
Total charge: 0
Spin multiplicity: 4
Energy: -56631.6469 eV
Molecular weight: 421.43 g/mol

---

- Look up the molecular weight of the second one.
  443.54 g/mol